No. 1
The following is a quantum chemistry calculation of C43H41BrN3NiO7PS2 as an isolated structure at a distorted geometry, from the OMol25 dataset.

Results
- <S²> = 2.0567
- spin multiplicity = 3
- HOMO level (alpha / beta) (eV) = -6.86 / -6.94

CARTESIAN COORDINATES (ANGSTROEM)
Ni: 0.038 0.456 0.248
Br: -4.596 0.843 5.823
C: -3.043 0.716 4.739
C: -1.796 0.848 5.328
C: -0.660 0.744 4.546
C: -0.773 0.514 3.175
C: -2.041 0.414 2.599
C: -3.178 0.502 3.377
N: 0.326 0.423 2.306
C: 1.479 0.047 2.682
C: 2.562 -0.001 1.706
C: 3.890 0.051 2.118
C: 4.888 0.037 1.160
C: 4.523 -0.064 -0.173
C: 3.175 -0.115 -0.495
N: 2.207 -0.069 0.413
H: -1.715 1.025 6.392
H: 0.313 0.860 5.006
H: -2.112 0.239 1.530
H: -4.157 0.410 2.930
H: 1.703 -0.258 3.704
H: 4.123 0.126 3.172
H: 5.929 0.099 1.446
H: 5.266 -0.119 -0.956
H: 2.875 -0.211 -1.529
O: 1.476 1.057 -4.384
C: 1.132 1.433 -3.297
O: 0.747 0.591 -2.326
C: 1.015 2.893 -2.939
C: 1.282 3.715 -4.038
C: 1.120 5.083 -3.980
C: 0.678 5.661 -2.803
C: 0.429 4.865 -1.701
C: 0.591 3.478 -1.725
P: 0.259 2.638 -0.103
C: -1.180 3.587 0.530
C: -1.103 4.775 1.259
C: -2.255 5.375 1.741
C: -3.496 4.798 1.508
C: -3.583 3.619 0.785
C: -2.432 3.017 0.302
C: 1.642 3.313 0.888
C: 2.868 3.654 0.321
C: 3.926 4.056 1.125
C: 3.776 4.108 2.502
C: 2.565 3.748 3.079
C: 1.509 3.344 2.279
H: 1.605 3.237 -4.952
H: 1.347 5.691 -4.845
H: 0.529 6.731 -2.742
H: 0.106 5.344 -0.788
H: -0.144 5.233 1.464
H: -2.184 6.295 2.308
H: -4.390 5.268 1.896
H: -4.545 3.158 0.602
H: -2.501 2.087 -0.248
H: 2.996 3.619 -0.754
H: 4.870 4.330 0.673
H: 4.600 4.429 3.126
H: 2.444 3.784 4.154
H: 0.564 3.067 2.730
C: 2.218 -4.946 0.446
S: 0.865 -3.747 0.134
C: -2.471 -3.823 -0.276
O: 0.360 -3.343 1.472
H: 1.816 -5.872 0.847
H: 2.903 -4.483 1.155
H: 2.717 -5.108 -0.508
H: -2.663 -3.897 -1.348
H: -1.948 -2.896 -0.060
H: -3.426 -3.800 0.248
C: -2.944 -8.252 -1.546
C: -2.045 -7.106 -1.163
C: -2.391 -6.272 -0.149
C: -1.627 -5.036 0.191
C: -0.283 -5.010 -0.458
C: 0.026 -5.842 -1.494
C: -0.839 -6.878 -1.874
S: 1.150 -2.970 -2.929
O: 2.468 -2.939 -2.339
O: 1.129 -3.061 -4.365
N: 0.319 -0.739 -2.715
C: -0.804 -0.663 -3.645
C: -1.971 0.229 -3.173
C: -2.533 -0.047 -1.749
O: -3.740 -0.180 -1.612
O: -1.690 -0.070 -0.766
H: -3.578 -8.535 -0.707
H: -2.373 -9.126 -1.860
H: -3.590 -7.950 -2.372
H: -3.322 -6.422 0.386
H: -1.496 -4.923 1.274
H: 0.980 -5.745 -2.004
H: -0.574 -7.530 -2.696
H: -0.108 -0.988 -1.815
H: -1.136 -1.696 -3.758
H: -0.433 -0.322 -4.609
H: -2.790 0.109 -3.879
H: -1.667 1.280 -3.177


No. 2
The following is a quantum chemistry calculation of a 7-piece molecular cluster, C43H42Br2FN7O15S overall at a distorted geometry, from the OMol25 dataset.

Results
- SMILES string = CCOCCN(/C(Br)=C(/C)Br)S(=O)(=O)F.O=[N+]([O-])c1ccccc1.O=[N+]([O-])c1ccccc1.O=[N+]([O-])c1ccccc1.O=[N+]([O-])c1ccccc1.O=[N+]([O-])c1ccccc1.O=[N+]([O-])c1ccccc1
- spin multiplicity = 1
- HOMO level (eV) = -9.29

CARTESIAN COORDINATES (ANGSTROEM)
C: 8.480 -2.688 2.819
C: 8.204 -3.857 1.886
O: 7.038 -4.591 2.237
C: 5.813 -3.921 1.984
C: 5.158 -3.725 3.348
N: 3.807 -3.127 3.398
C: 3.732 -1.708 3.332
Br: 3.765 -0.974 5.090
C: 3.651 -0.887 2.282
C: 3.576 0.608 2.307
Br: 3.598 -1.586 0.524
S: 2.520 -4.023 2.960
O: 2.576 -5.235 3.709
O: 1.362 -3.198 2.958
F: 2.795 -4.469 1.487
H: 8.669 -3.042 3.837
H: 9.337 -2.115 2.456
H: 7.631 -1.995 2.852
H: 9.034 -4.569 1.934
H: 8.144 -3.516 0.843
H: 5.207 -4.547 1.324
H: 6.003 -2.958 1.497
H: 5.122 -4.681 3.877
H: 5.794 -3.064 3.946
H: 4.179 1.013 1.489
H: 2.546 0.936 2.130
H: 3.953 1.014 3.245
O: -0.087 -2.034 -3.114
N: -1.028 -1.386 -2.705
O: -1.549 -0.478 -3.326
C: -1.564 -1.710 -1.373
C: -0.945 -2.713 -0.648
C: -1.422 -3.006 0.620
C: -2.503 -2.298 1.132
C: -3.118 -1.304 0.383
C: -2.650 -1.000 -0.888
H: -0.103 -3.246 -1.065
H: -0.950 -3.776 1.214
H: -2.871 -2.524 2.124
H: -3.964 -0.765 0.785
H: -3.117 -0.228 -1.482
O: -5.551 1.388 -2.361
N: -6.248 2.071 -3.089
O: -7.396 2.378 -2.835
C: -5.668 2.557 -4.350
C: -4.375 2.182 -4.667
C: -3.839 2.628 -5.865
C: -4.596 3.432 -6.708
C: -5.892 3.799 -6.362
C: -6.442 3.360 -5.169
H: -3.802 1.555 -4.005
H: -2.833 2.339 -6.134
H: -4.175 3.773 -7.645
H: -6.476 4.428 -7.019
H: -7.447 3.636 -4.887
O: 10.680 -3.003 0.476
N: 11.823 -2.857 0.089
O: 12.271 -1.824 -0.361
C: 12.726 -4.020 0.174
C: 12.226 -5.217 0.651
C: 13.078 -6.309 0.715
C: 14.401 -6.185 0.309
C: 14.880 -4.969 -0.162
C: 14.039 -3.870 -0.234
H: 11.194 -5.291 0.961
H: 12.706 -7.256 1.082
H: 15.061 -7.041 0.358
H: 15.910 -4.875 -0.475
H: 14.388 -2.915 -0.597
O: -6.250 -1.248 1.359
N: -7.110 -0.811 2.102
O: -7.469 -1.367 3.119
C: -7.759 0.473 1.766
C: -7.413 1.126 0.595
C: -8.048 2.324 0.296
C: -9.000 2.839 1.167
C: -9.325 2.167 2.337
C: -8.704 0.969 2.647
H: -6.674 0.712 -0.074
H: -7.799 2.839 -0.611
H: -9.498 3.771 0.929
H: -10.068 2.572 3.010
H: -8.943 0.427 3.550
O: -9.068 6.871 -7.076
N: -9.106 5.782 -7.606
O: -8.740 4.746 -7.081
C: -9.622 5.700 -8.985
C: -10.011 6.868 -9.616
C: -10.481 6.786 -10.917
C: -10.556 5.554 -11.556
C: -10.164 4.396 -10.897
C: -9.689 4.461 -9.596
H: -9.944 7.813 -9.098
H: -10.788 7.686 -11.432
H: -10.921 5.497 -12.573
H: -10.225 3.438 -11.395
H: -9.378 3.575 -9.063
O: 4.775 1.412 9.403
N: 3.952 1.020 8.604
O: 4.155 0.165 7.765
C: 2.606 1.623 8.648
C: 2.359 2.623 9.570
C: 1.097 3.196 9.598
C: 0.114 2.763 8.717
C: 0.386 1.752 7.804
C: 1.644 1.171 7.762
H: 3.139 2.942 10.246
H: 0.882 3.982 10.309
H: -0.868 3.215 8.741
H: -0.380 1.413 7.120
H: 1.875 0.384 7.059


No. 3
The following is a quantum chemistry calculation of C43H42MgN8O3PS2Se as an isolated structure at a distorted geometry, from the OMol25 dataset.

Results
- net charge = -1
- spin multiplicity = 1
- ΔE to the lowest compared entry with this formula, charge and spin (eV) = 0.591
- HOMO level (eV) = -5.16

CARTESIAN COORDINATES (ANGSTROEM)
Mg: -0.979 -0.072 0.207
N: -0.795 3.318 -0.941
P: 0.688 2.478 -0.565
C: 1.447 4.005 0.220
C: 1.662 5.178 -0.507
C: 2.078 6.344 0.115
C: 2.264 6.370 1.490
C: 2.057 5.215 2.227
C: 1.664 4.043 1.595
C: 1.473 2.754 -2.222
C: 0.718 2.713 -3.389
C: 1.319 2.848 -4.633
C: 2.689 3.024 -4.726
C: 3.452 3.098 -3.570
C: 2.849 2.972 -2.330
C: -2.067 2.922 -0.634
C: -3.142 3.782 -0.937
C: -4.420 3.403 -0.602
C: -4.621 2.180 0.033
C: -3.518 1.395 0.292
N: -2.271 1.743 -0.034
H: -0.734 4.220 -1.391
H: 1.511 5.184 -1.580
H: 2.254 7.236 -0.474
H: 2.567 7.286 1.981
H: 2.193 5.230 3.301
H: 1.506 3.147 2.182
H: -0.349 2.542 -3.330
H: 0.713 2.799 -5.527
H: 3.163 3.101 -5.696
H: 4.522 3.258 -3.631
H: 3.450 3.049 -1.434
H: -2.948 4.729 -1.423
H: -5.257 4.052 -0.824
H: -5.611 1.851 0.314
H: -3.613 0.434 0.783
O: -1.860 -5.419 -0.711
C: -3.021 -4.819 -1.002
C: -4.132 -5.634 -1.230
C: -5.361 -5.085 -1.535
C: -5.514 -3.705 -1.606
C: -4.428 -2.890 -1.350
C: -3.175 -3.420 -1.054
C: -2.087 -2.471 -0.677
O: -2.398 -1.286 -0.370
N: -0.872 -2.986 -0.622
N: 0.062 -2.200 0.022
C: 1.215 -2.730 0.071
S: 2.500 -2.138 1.096
C: 3.377 -3.739 1.129
C: 3.302 -4.339 -0.256
S: 1.572 -4.228 -0.824
H: -1.179 -4.695 -0.642
H: -3.993 -6.704 -1.154
H: -6.211 -5.733 -1.709
H: -6.475 -3.271 -1.849
H: -4.531 -1.812 -1.358
H: 2.885 -4.377 1.863
H: 4.402 -3.531 1.438
H: 3.559 -5.398 -0.256
H: 3.941 -3.806 -0.961
C: -3.101 -4.001 3.282
N: -2.807 -2.598 3.492
C: -3.825 -1.762 2.877
C: -1.476 -2.275 2.967
C: -1.049 -0.863 3.300
C: -0.931 -0.541 4.652
C: -0.561 0.734 5.049
C: -0.324 1.697 4.079
C: -0.465 1.366 2.738
C: -0.811 0.082 2.287
H: -4.091 -4.227 3.684
H: -2.366 -4.609 3.813
H: -3.084 -4.288 2.216
H: -4.797 -1.998 3.316
H: -3.882 -1.910 1.786
H: -3.592 -0.717 3.079
H: -1.445 -2.418 1.881
H: -0.777 -2.987 3.421
H: -1.147 -1.300 5.398
H: -0.472 0.977 6.102
H: -0.044 2.705 4.373
H: -0.320 2.144 1.994
Se: 0.268 -1.002 -4.398
C: -0.165 -0.309 -2.844
N: -0.412 0.195 -1.820
N: 3.926 -1.818 -3.276
C: 4.884 -1.158 -2.601
O: 6.074 -1.246 -2.876
C: 4.431 -0.347 -1.423
C: 5.363 -0.077 -0.428
C: 4.979 0.652 0.679
C: 3.679 1.129 0.731
N: 2.797 0.935 -0.240
C: 3.154 0.194 -1.288
H: 4.186 -2.296 -4.123
H: 2.938 -1.673 -3.125
H: 6.372 -0.450 -0.552
H: 5.670 0.849 1.488
H: 3.325 1.711 1.576
H: 2.402 0.081 -2.059


No. 4
The following is a quantum chemistry calculation of C43H43CoN9O4S as an isolated structure at a distorted geometry, from the OMol25 dataset.

Results
- <S²> = 3.8528
- spin multiplicity = 4
- HOMO level (alpha / beta) (eV) = -4.25 / -5.44

CARTESIAN COORDINATES (ANGSTROEM)
Co: 1.685 1.549 1.219
C: -2.206 -0.025 6.587
C: -1.123 0.332 5.633
C: 0.217 0.116 5.958
C: 1.146 0.306 4.963
C: 0.768 0.478 3.591
N: 1.750 0.345 2.660
C: 2.677 -0.752 2.697
C: 2.282 -2.013 3.231
C: 3.234 -3.041 3.397
C: 4.603 -2.811 3.257
C: 5.663 -3.813 3.659
C: 4.936 -1.570 2.645
C: 4.025 -0.505 2.333
N: 4.379 0.684 1.635
C: 5.627 1.014 1.194
C: 5.631 2.281 0.674
C: 4.341 2.772 0.897
N: 3.566 1.825 1.530
C: -0.660 0.728 3.271
C: -1.557 0.680 4.356
N: -0.952 0.709 1.897
C: -2.440 0.334 1.480
C: -4.142 1.763 0.769
C: -4.011 0.830 -0.221
N: -0.035 0.999 0.879
H: -1.790 -0.107 7.604
H: -2.669 -0.992 6.275
H: -2.913 0.800 6.625
H: 0.564 -0.213 6.911
H: 2.197 0.216 5.176
H: 1.238 -2.126 3.639
H: 2.819 -4.054 3.562
H: 6.480 -3.840 2.917
H: 5.306 -4.852 3.736
H: 6.167 -3.543 4.610
H: 5.980 -1.388 2.305
H: 6.443 0.295 1.232
H: 6.437 2.860 0.234
H: 3.823 3.698 0.676
H: -2.667 0.646 4.254
H: -2.753 -0.507 2.167
H: -4.704 2.671 0.816
H: -4.586 0.786 -1.097
S: 2.607 -0.500 -1.101
C: 2.384 -0.716 -2.838
N: 2.476 -2.035 -3.235
C: 2.183 -2.436 -4.520
C: 1.957 -1.509 -5.472
C: 1.929 -0.139 -5.104
C: 2.131 0.259 -3.779
H: 2.561 -2.812 -2.505
H: 2.208 -3.547 -4.666
H: 1.785 -1.840 -6.479
H: 1.789 0.564 -5.929
H: 2.113 1.270 -3.382
O: 2.319 2.178 -1.470
C: 2.228 1.176 -0.856
C: 1.422 6.984 2.358
N: 1.120 5.714 1.684
C: 1.446 4.458 2.040
N: 2.029 4.264 3.254
O: 1.179 3.528 1.235
H: 1.121 7.783 1.657
H: 2.496 7.105 2.592
H: 0.934 7.057 3.325
H: 0.804 5.731 0.725
H: 2.482 5.001 3.776
H: 2.370 3.342 3.509
C: -5.908 -0.410 -7.012
C: -4.718 -0.658 -6.131
C: -3.488 -0.348 -6.683
C: -2.354 -0.520 -5.885
C: -2.474 -0.854 -4.478
C: -3.754 -1.143 -3.897
N: -3.880 -1.278 -2.527
C: -3.023 -1.944 -1.718
C: -2.425 -3.139 -2.165
C: -1.584 -3.943 -1.399
C: -1.427 -3.532 -0.081
C: -1.779 -2.246 0.322
C: -2.644 -1.408 -0.383
C: -2.913 -0.090 0.145
O: -3.343 1.465 1.856
O: -0.585 1.163 -0.190
C: -4.875 -1.136 -4.796
C: -6.240 -1.668 -4.349
H: -5.553 0.081 -7.888
H: -6.619 0.324 -6.564
H: -6.420 -1.336 -7.282
H: -3.373 -0.027 -7.726
H: -1.320 -0.319 -6.278
H: -1.546 -1.035 -3.886
H: -4.562 -0.619 -2.134
H: -2.702 -3.463 -3.175
H: -1.141 -4.817 -1.818
H: -0.908 -4.121 0.718
H: -1.514 -1.918 1.319
H: -6.817 -0.940 -3.661
H: -6.014 -2.580 -3.768
H: -6.950 -1.989 -5.136